49
Properties=species:S:1:pos:R:3:lowdin_charge:R:1 method="wB97M-V/def2-TZVPD" homo_energy_ev=-8.02 molar_mass_da=305.42 charge=0 orbital_gap_ha=0.321 smiles="COc1ccccc1NC(=O)NCC1(N(C)C)CCCCC1" relative_energy_kcal_mol=29.1 multiplicity=1
C -5.583 0.139 0.907 -0.08
O -4.232 0.377 1.215 -0.09
C -3.587 1.400 0.574 -0.21
C -4.146 2.207 -0.403 -0.02
C -3.398 3.220 -0.986 -0.09
C -2.100 3.450 -0.576 -0.09
C -1.534 2.656 0.409 -0.04
C -2.251 1.610 0.976 -0.17
N -1.734 0.790 1.975 0.15
C -0.490 0.192 2.081 -0.56
O -0.227 -0.498 3.046 0.05
N 0.365 0.422 1.058 0.09
C 1.682 -0.159 0.999 -0.09
C 1.930 -1.137 -0.184 -0.43
N 1.444 -2.503 0.072 -0.20
C 0.033 -2.612 0.408 -0.09
C 2.200 -3.286 1.033 -0.10
C 3.450 -1.209 -0.442 -0.14
C 4.056 0.044 -1.073 -0.19
C 3.336 0.427 -2.357 -0.20
C 1.856 0.623 -2.057 -0.19
C 1.258 -0.660 -1.488 -0.14
H -6.205 1.013 1.123 0.10
H -5.888 -0.689 1.546 0.10
H -5.711 -0.150 -0.142 0.10
H -5.163 2.052 -0.726 0.10
H -3.845 3.834 -1.752 0.10
H -1.526 4.253 -1.011 0.10
H -0.539 2.873 0.766 0.12
H -2.426 0.376 2.584 0.15
H 0.031 0.912 0.245 0.10
H 1.826 -0.690 1.942 0.12
H 2.415 0.652 0.953 0.12
H -0.181 -2.327 1.445 0.08
H -0.576 -2.009 -0.258 0.08
H -0.262 -3.654 0.276 0.09
H 1.742 -4.274 1.085 0.09
H 2.193 -2.862 2.047 0.09
H 3.227 -3.418 0.706 0.07
H 3.625 -2.053 -1.112 0.13
H 3.969 -1.400 0.498 0.12
H 4.014 0.881 -0.374 0.10
H 5.111 -0.150 -1.279 0.11
H 3.765 1.342 -2.771 0.11
H 3.455 -0.367 -3.096 0.12
H 1.737 1.446 -1.350 0.11
H 1.320 0.892 -2.971 0.11
H 0.187 -0.514 -1.343 0.10
H 1.377 -1.464 -2.217 0.13